This record from the OMol25 dataset describes a 2-piece molecular cluster, C19H25NOS2 overall. The level of theory is ωB97M-V with the def2-TZVPD basis set.

multiplicity: 1
SMILES: CCSCN1c2ccccc2Sc2ccccc21.CCOCC
E_HOMO: -7.7 eV
Kohn-Sham gap: 8.083 eV
E_LUMO: 0.35 eV

Last column: natural (NBO) charge in e.
Element x y z (Å)
C 0.70740 4.03843 -2.31347  -0.63
C -0.39098 2.94297 -1.88404  -0.52
S 0.34217 1.50863 -0.91730  0.14
C -1.06071 0.58195 -0.12368  -0.34
N -0.97898 0.44011 1.35846  -0.53
C -1.80174 1.42876 2.08252  0.15
C -3.29364 1.01565 2.36636  -0.22
C -4.18944 2.02390 3.12003  -0.23
C -3.68813 3.41682 3.57383  -0.22
C -2.21482 3.84194 3.31479  -0.23
C -1.30040 2.82999 2.57987  -0.19
S 0.48024 3.22497 2.26007  0.27
C 1.27831 1.53597 2.36620  -0.17
C 2.72299 1.38432 2.89478  -0.22
C 3.31521 -0.07115 2.95864  -0.22
C 2.45406 -1.26681 2.46862  -0.23
C 1.02113 -1.09525 1.91607  -0.21
C 0.40634 0.35342 1.86079  0.14
H 1.05519 3.84521 -3.39163  0.22
H 0.26153 5.09635 -2.20635  0.22
H 1.59233 3.94468 -1.57473  0.23
H -0.98891 2.55616 -2.78381  0.21
H -1.15949 3.47316 -1.20148  0.21
H -1.14027 -0.42885 -0.68142  0.23
H -2.02785 1.14762 -0.41528  0.24
H -3.62685 -0.02809 2.02340  0.24
H -5.27307 1.70265 3.34173  0.23
H -4.34835 4.16336 4.13809  0.23
H -1.76824 4.84429 3.62965  0.24
H 3.29318 2.31339 3.21569  0.24
H 4.36822 -0.19156 3.37234  0.23
H 2.86779 -2.33978 2.51829  0.23
H 0.38561 -1.98992 1.58148  0.25
C 1.42545 -5.50777 -2.54703  -0.64
C 0.08403 -4.79355 -2.55749  -0.06
O 0.07185 -3.59906 -1.78821  -0.54
C 0.98525 -2.58214 -2.18447  -0.07
C 0.76522 -2.08945 -3.60426  -0.64
H 1.72810 -5.73946 -1.52265  0.21
H 1.36326 -6.43997 -3.11415  0.21
H 2.21547 -4.89884 -2.99177  0.20
H -0.66772 -5.45276 -2.11816  0.19
H -0.24456 -4.58876 -3.58156  0.16
H 2.01519 -2.92235 -2.03901  0.16
H 0.83602 -1.74747 -1.49627  0.19
H 0.91898 -2.88188 -4.33986  0.20
H 1.46053 -1.27894 -3.83585  0.22
H -0.25689 -1.72089 -3.72778  0.21